Entry 1:
{"formula": "C33H78O25P4", "method": "ωB97M-V/def2-TZVPD", "mol_weight_g_mol": 998.9, "orbital_gap_ev": 10.799, "total_energy_ha": -4551.036326, "largest_force_ev_per_a": 3.30, "total_charge": 0, "lumo_energy_ev": 0.67, "symbols": ["C", "O", "C", "O", "O", "C", "H", "H", "H", "H", "H", "H", "C", "O", "C", "O", "O", "C", "H", "H", "H", "H", "H", "H", "C", "O", "C", "O", "O", "C", "H", "H", "H", "H", "H", "H", "C", "C", "O", "P", "O", "O", "C", "C", "O", "C", "C", "H", "H", "H", "H", "H", "H", "H", "H", "H", "H", "H", "H", "H", "H", "H", "C", "C", "O", "P", "O", "O", "C", "C", "O", "C", "C", "H", "H", "H", "H", "H", "H", "H", "H", "H", "H", "H", "H", "H", "H", "H", "C", "C", "O", "P", "O", "O", "C", "C", "O", "C", "C", "H", "H", "H", "H", "H", "H", "H", "H", "H", "H", "H", "H", "H", "H", "H", "C", "C", "O", "P", "O", "O", "C", "C", "O", "C", "C", "H", "H", "H", "H", "H", "H", "H", "H", "H", "H", "H", "H", "H", "H", "H"], "xyz": [[1.07, -2.00, 1.85], [2.48, -2.28, 1.88], [3.32, -1.33, 1.49], [3.02, -0.16, 1.21], [4.57, -1.70, 1.69], [5.60, -0.79, 1.51], [0.59, -2.41, 0.93], [0.79, -0.99, 2.00], [0.67, -2.61, 2.66], [5.58, -0.38, 0.49], [6.56, -1.35, 1.68], [5.49, 0.00, 2.24], [-1.98, 0.28, 0.92], [-0.93, 0.11, -0.06], [-0.91, -1.07, -0.72], [-1.73, -1.96, -0.57], [0.00, -1.18, -1.66], [1.03, -0.13, -1.71], [-2.94, -0.01, 0.49], [-1.98, 1.29, 1.16], [-1.72, -0.29, 1.82], [0.67, 0.80, -2.09], [1.73, -0.52, -2.48], [1.46, -0.09, -0.72], [-1.63, 3.98, -0.20], [-2.33, 2.81, -0.65], [-2.06, 2.20, -1.79], [-1.22, 2.57, -2.59], [-2.81, 1.12, -1.93], [-2.54, 0.25, -3.00], [-0.84, 4.24, -0.93], [-1.18, 3.66, 0.74], [-2.34, 4.80, -0.02], [-2.76, -0.73, -2.63], [-1.49, 0.25, -3.25], [-3.13, 0.40, -3.91], [1.69, 0.41, -6.27], [0.78, -0.49, -5.52], [0.05, -1.28, -6.55], [-1.40, -1.68, -6.25], [-2.33, -0.64, -5.92], [-1.82, -2.43, -7.56], [-0.96, -3.25, -8.32], [-0.34, -2.48, -9.51], [-1.24, -2.82, -5.23], [-2.33, -3.29, -4.43], [-1.72, -4.16, -3.38], [2.52, -0.16, -6.67], [1.10, 0.97, -6.96], [2.16, 1.08, -5.54], [1.30, -1.22, -4.90], [0.03, 0.11, -4.97], [-0.18, -3.72, -7.75], [-1.55, -4.09, -8.74], [-1.05, -1.99, -10.19], [0.25, -1.60, -9.17], [0.45, -3.02, -10.05], [-2.88, -2.40, -4.05], [-3.03, -3.82, -5.08], [-1.22, -3.58, -2.61], [-2.51, -4.68, -2.87], [-1.11, -5.00, -3.83], [-3.85, -2.40, 2.56], [-3.73, -1.64, 3.90], [-3.23, -2.53, 5.01], [-1.66, -2.73, 5.01], [-0.93, -1.54, 4.58], [-1.43, -3.34, 6.42], [-1.64, -2.52, 7.65], [-1.79, -3.41, 8.80], [-1.35, -3.90, 4.04], [-1.74, -5.26, 4.33], [-0.47, -6.05, 4.35], [-4.62, -3.15, 2.59], [-4.29, -1.70, 1.83], [-2.89, -2.71, 2.11], [-3.05, -0.81, 3.79], [-4.74, -1.29, 4.20], [-0.80, -1.83, 7.73], [-2.51, -1.88, 7.33], [-2.68, -4.07, 8.74], [-0.87, -4.00, 8.80], [-1.71, -2.85, 9.73], [-2.37, -5.33, 5.22], [-2.40, -5.59, 3.53], [0.07, -5.75, 5.25], [-0.64, -7.13, 4.39], [0.07, -5.83, 3.44], [-2.52, 7.26, 3.40], [-2.19, 6.04, 4.20], [-2.30, 4.85, 3.32], [-2.34, 3.44, 4.02], [-2.78, 3.35, 5.41], [-0.93, 2.89, 3.65], [-0.48, 1.54, 3.90], [0.68, 1.46, 4.84], [-3.24, 2.65, 3.03], [-4.68, 2.62, 3.05], [-5.13, 1.74, 1.91], [-1.96, 7.40, 2.46], [-3.61, 7.17, 3.17], [-2.40, 8.13, 4.04], [-1.17, 6.13, 4.61], [-2.89, 6.05, 5.04], [-1.28, 0.95, 4.34], [-0.19, 1.21, 2.90], [0.40, 1.85, 5.83], [1.07, 0.42, 4.91], [1.50, 2.09, 4.44], [-5.09, 2.23, 3.98], [-5.08, 3.63, 2.94], [-4.67, 2.10, 0.99], [-4.86, 0.71, 2.14], [-6.22, 1.70, 1.81], [5.23, -1.85, -2.19], [6.07, -0.60, -2.24], [5.39, 0.57, -1.65], [4.50, 1.45, -2.60], [3.78, 0.79, -3.65], [3.56, 2.19, -1.64], [3.95, 2.89, -0.40], [2.74, 3.59, 0.18], [5.56, 2.52, -3.10], [5.11, 3.56, -4.02], [6.11, 3.84, -5.10], [4.95, -2.07, -1.14], [4.35, -1.80, -2.82], [5.82, -2.72, -2.52], [6.97, -0.78, -1.65], [6.30, -0.26, -3.22], [4.38, 2.09, 0.25], [4.79, 3.58, -0.59], [2.31, 4.14, -0.67], [1.96, 2.98, 0.62], [3.02, 4.37, 0.88], [4.14, 3.26, -4.49], [4.97, 4.45, -3.44], [5.65, 4.71, -5.60], [7.05, 4.19, -4.68], [6.23, 2.96, -5.73]], "lowdin_charge": [0.000, 0.027, -0.581, 0.083, 0.001, -0.054, 0.112, 0.070, 0.080, 0.070, 0.118, 0.098, -0.016, -0.023, -0.654, 0.093, 0.001, 0.020, 0.099, 0.048, 0.094, 0.081, 0.088, 0.075, -0.002, -0.024, -0.607, 0.107, 0.014, -0.046, 0.100, 0.081, 0.102, 0.077, 0.074, 0.099, -0.072, -0.214, -0.171, 0.250, -0.191, -0.154, -0.266, -0.075, -0.162, -0.245, -0.064, 0.087, 0.082, 0.065, 0.122, 0.117, 0.107, 0.123, 0.077, 0.064, 0.073, 0.111, 0.122, 0.056, 0.069, 0.102, -0.069, -0.193, -0.185, 0.293, -0.210, -0.186, -0.236, -0.076, -0.179, -0.255, -0.063, 0.071, 0.069, 0.077, 0.074, 0.126, 0.122, 0.129, 0.095, 0.087, 0.085, 0.118, 0.119, 0.082, 0.083, 0.079, -0.094, -0.250, -0.173, 0.290, -0.223, -0.168, -0.265, -0.070, -0.181, -0.234, -0.059, 0.083, 0.092, 0.074, 0.123, 0.116, 0.096, 0.110, 0.085, 0.083, 0.084, 0.120, 0.117, 0.082, 0.055, 0.085, -0.059, -0.220, -0.191, 0.272, -0.199, -0.165, -0.208, -0.055, -0.175, -0.264, -0.076, 0.078, 0.069, 0.088, 0.118, 0.101, 0.110, 0.118, 0.084, 0.068, 0.071, 0.126, 0.110, 0.087, 0.079, 0.086]}

***

Entry 2:
{"formula": "C3H5N4O2", "method": "ωB97M-V/def2-TZVPD", "mol_weight_g_mol": 129.1, "orbital_gap_ev": [8.845, 8.844], "de_lowest_ev": 6.822, "total_energy_ha": -486.306299, "largest_force_ev_per_a": 4.38, "total_charge": 1, "lumo_energy_ev": [-4.68, -4.68], "symbols": ["C", "C", "C", "N", "N", "N", "N", "O", "O", "H", "H", "H", "H", "H"], "xyz": [[0.89, -1.88, -0.11], [1.29, -0.69, 0.09], [-1.30, 0.14, 0.13], [-0.02, -2.71, -0.01], [-1.75, -0.94, 0.18], [2.34, 0.05, -0.02], [-0.99, 1.36, -0.09], [3.49, -0.18, 0.01], [1.99, 1.51, 0.13], [2.69, 2.15, -0.11], [-2.24, -1.64, 0.60], [-1.78, 1.98, 0.01], [0.11, -3.77, 0.14], [0.05, 1.68, -0.03]], "nbo_charge": [0.446, -0.221, 0.747, -0.619, -0.476, 0.445, -0.799, -0.265, -0.646, 0.519, 0.466, 0.453, 0.449, 0.500]}

***

Entry 3:
{"formula": "C4H6O", "method": "ωB97M-V/def2-TZVPD", "mol_weight_g_mol": 70.1, "orbital_gap_ev": 8.718, "de_lowest_ev": 3.239, "total_energy_ha": -231.104692, "largest_force_ev_per_a": 0.40, "total_charge": 0, "lumo_energy_ev": 0.13, "symbols": ["C", "O", "C", "C", "C", "H", "H", "H", "H", "H", "H"], "xyz": [[0.01, -1.43, 0.01], [-0.98, -0.51, -0.49], [-0.50, 0.69, -0.75], [0.94, 0.61, -0.40], [1.25, -0.62, 0.03], [-0.31, -1.78, 1.00], [0.04, -2.29, -0.67], [-2.33, 2.60, 0.98], [-1.95, 2.25, 0.44], [1.62, 1.46, -0.50], [2.21, -1.00, 0.35]], "nbo_charge": [-0.156, -0.455, 0.234, -0.358, -0.147, 0.223, 0.223, -0.034, 0.016, 0.227, 0.228]}

***

Entry 4:
{"formula": "C4H13NO", "method": "ωB97M-V/def2-TZVPD", "mol_weight_g_mol": 91.2, "orbital_gap_ev": 9.804, "de_lowest_ev": 0.847, "total_energy_ha": -290.165827, "largest_force_ev_per_a": 1.65, "total_charge": 0, "lumo_energy_ev": 0.75, "symbols": ["C", "C", "C", "C", "N", "H", "H", "H", "H", "H", "H", "H", "H", "H", "H", "H", "H", "H", "O"], "xyz": [[1.23, 0.90, -0.47], [-0.10, 1.56, -0.21], [-1.21, 0.61, 0.24], [-1.66, -0.48, -0.77], [-0.99, -0.67, -2.01], [1.24, -0.19, -0.38], [1.99, 1.21, 0.27], [1.70, 1.21, -1.39], [-0.06, 2.33, 0.56], [-0.51, 2.03, -1.11], [-1.02, 0.18, 1.23], [-2.08, 1.24, 0.46], [-2.71, -0.32, -1.00], [-1.77, -1.44, -0.24], [-0.02, -0.95, -1.96], [-1.02, 0.16, -2.60], [2.26, -3.27, 3.03], [2.08, -1.70, 3.33], [2.65, -2.40, 2.99]], "nbo_charge": [-0.626, -0.406, -0.412, -0.231, -0.831, 0.204, 0.210, 0.212, 0.209, 0.193, 0.191, 0.199, 0.189, 0.188, 0.358, 0.353, 0.477, 0.477, -0.954]}